# 1
27
Properties=species:S:1:pos:R:3:forces:R:3 method="wB97M-V/def2-TZVPD" e_lumo_ev="-5.9 / -5.9" energy_ha=-934.256313 largest_force_ev_per_a=3.6 total_charge=+1 homo_energy_ev="-12.13 / -12.14" relative_energy_kcal_mol=94.7 homo_lumo_gap_ev="6.24 / 6.24"
C -3.700782 -0.769543 -1.280000 -1.0 -0.7 0.3
C -2.469054 -1.304245 -1.147004 0.2 -1.2 0.9
C -4.247501 -0.098650 -0.175605 -1.2 1.5 -3.0
C -2.578119 -0.643924 1.192531 -0.6 -0.2 0.7
C -1.913663 -1.372335 0.213335 0.6 1.7 -2.4
C 2.275079 -1.447937 0.527989 -2.9 -0.3 -0.6
C 1.882213 -2.660721 0.061622 -0.9 -0.2 0.5
C 1.602420 1.810878 -0.837424 -1.1 -2.3 1.7
C 1.425275 2.231614 0.558942 1.5 0.0 1.9
C -0.554349 -1.741760 0.441522 -1.2 -2.3 1.7
C 2.191374 0.939358 0.312803 -1.8 1.1 0.0
N -3.682054 0.052996 0.950830 0.6 -0.2 2.6
N 1.501562 -0.307318 0.654433 1.7 0.9 -0.5
S 0.174688 -2.887875 -0.520870 1.9 0.8 0.9
H -4.358634 -0.917181 -2.130845 0.6 0.3 -0.3
H -2.056149 -1.771907 -2.046084 0.5 0.1 0.6
H -5.091063 0.558351 -0.415075 -0.2 -0.4 0.5
H -2.344246 -0.692845 2.256186 0.7 0.1 -0.3
H 3.271543 -1.426210 0.869357 1.1 0.7 0.3
H 2.526378 -3.515640 0.300376 -0.6 0.1 -0.7
H 0.663281 1.324850 -1.184810 1.0 0.7 -0.5
H 2.284628 2.275155 -1.461108 0.8 0.9 -1.5
H 2.041455 2.915435 1.137055 0.2 0.5 -0.9
H 0.486592 2.259325 1.055000 -1.0 -0.6 -0.1
H -0.169837 -1.537097 1.501843 -0.3 -0.4 -1.8
H 3.245314 0.970954 0.564766 -0.1 -0.2 -0.3
H 0.491957 -0.223070 0.416702 1.5 -0.4 0.1

***

# 2
14
Properties=species:S:1:pos:R:3:forces:R:3 method="wB97M-V/def2-TZVPD" e_lumo_ev=0.6 energy_ha=-382.467146 largest_force_ev_per_a=6.1 homo_energy_ev=-9.67 relative_energy_kcal_mol=137.2 homo_lumo_gap_ev=10.31
C -1.010412 -0.387135 -0.085351 -4.5 -1.4 2.0
C -0.293488 0.610904 -0.891086 -1.8 -1.1 0.8
C -0.070908 0.172615 1.069031 -4.2 0.5 3.7
C 1.319624 0.093574 0.762268 4.6 -1.7 -1.9
C 1.459408 -1.090219 -0.196376 1.1 -5.9 -0.9
C 1.048898 0.126635 -0.770497 3.9 2.4 -1.6
H -0.700495 1.016965 -1.728208 -0.7 0.8 -2.9
H -0.557321 -0.095710 2.157519 1.3 1.7 -2.5
H 2.413177 0.334893 1.166672 -3.3 0.4 -0.2
H 2.381570 -1.973992 -0.574591 -2.5 3.6 1.4
H 0.558399 -1.676289 -0.084334 0.4 -1.1 0.1
H 1.650291 0.709770 -1.395889 1.7 0.5 -0.6
O -2.133110 -0.955032 -0.020310 4.6 1.9 -0.4
O -0.424935 1.520797 0.161672 -0.8 -0.6 2.9

***

# 3
16
Properties=species:S:1:pos:R:3:forces:R:3 method="wB97M-V/def2-TZVPD" e_lumo_ev=1.2 energy_ha=-159.574544 smiles=CC.CC largest_force_ev_per_a=1.4 homo_energy_ev=-11.58 relative_energy_kcal_mol=6.5 homo_lumo_gap_ev=12.80
C -0.830414 -1.912155 -0.079809 -0.3 -0.5 0.9
C 0.282973 -1.823908 -1.102005 0.6 0.6 0.1
H -1.818125 -1.613038 -0.430934 0.1 0.1 -0.3
H -0.938690 -2.916310 0.342387 0.0 -0.1 -0.3
H -0.642782 -1.311336 0.815354 0.2 0.2 -0.2
H 0.003662 -2.108797 -2.110228 -0.2 -0.1 -0.1
H 1.157177 -2.414641 -0.828833 -0.1 -0.3 0.1
H 0.676031 -0.804907 -1.131546 -0.2 -0.1 -0.3
C 0.846209 1.401498 0.388355 -0.7 -0.9 0.7
C -0.318179 2.351076 0.704421 0.8 0.6 0.0
H 1.758627 1.616661 0.935391 0.2 0.5 -0.4
H 0.588092 0.415718 0.776038 0.0 -0.1 0.0
H 0.995869 1.250143 -0.674398 0.3 0.3 -0.1
H -0.085032 2.954356 1.581810 -0.1 -0.1 0.2
H -0.425425 3.082350 -0.100434 -0.4 -0.2 0.0
H -1.250000 1.833285 0.914435 -0.1 0.0 -0.3

***

# 4
8
Properties=species:S:1:pos:R:3:forces:R:3 method="wB97M-V/def2-TZVPD" e_lumo_ev="-0.9 / -1.0" energy_ha=-303.871313 largest_force_ev_per_a=2.8 homo_energy_ev="-7.39 / -7.37" relative_energy_kcal_mol=86.9 homo_lumo_gap_ev="6.45 / 6.41"
C 0.715503 -0.109918 0.294506 -0.2 1.7 1.1
C -0.228238 0.892522 0.569584 1.8 -1.3 0.1
C 0.441462 -1.074691 -0.603707 -1.8 -1.1 -1.8
C -1.638986 -0.074550 -0.946565 0.7 -1.3 -0.6
O -1.371947 0.804979 -0.106532 -1.0 1.4 0.6
O 0.541000 -2.032245 -1.275710 0.6 0.4 0.6
H 1.673154 -0.094658 0.786432 0.1 0.0 0.1
H -0.131947 1.688562 1.281993 -0.1 0.1 0.0

***

# 5
10
Properties=species:S:1:pos:R:3:forces:R:3 method="wB97M-V/def2-TZVPD" e_lumo_ev=0.7 energy_ha=-284.455219 smiles="NC(=O)CO" largest_force_ev_per_a=0.4 homo_energy_ev=-9.73 relative_energy_kcal_mol=7.6 homo_lumo_gap_ev=10.43
N -0.200363 -0.372566 -1.382142 -0.1 0.0 -0.1
C -0.810561 -0.111948 -0.199872 -0.1 0.1 0.0
O -2.001808 -0.258598 0.006552 0.4 0.1 -0.1
C 0.127212 0.470587 0.854656 -0.3 0.1 0.1
O 1.477062 0.069867 0.713296 0.0 -0.2 0.1
H -0.767631 -0.593865 -2.183981 0.1 -0.1 0.1
H 0.787680 -0.205781 -1.484929 -0.1 0.0 0.0
H 0.107930 1.556716 0.721483 0.0 -0.1 0.0
H -0.287102 0.250386 1.843568 0.1 0.0 -0.1
H 1.567581 -0.804798 1.111369 0.1 0.1 -0.1

***

# 6
4
Properties=species:S:1:pos:R:3:forces:R:3 method="wB97M-V/def2-TZVPD" e_lumo_ev="-2.2 / -3.0" energy_ha=-1396.924622 largest_force_ev_per_a=1.5 homo_energy_ev="-9.71 / -8.82" relative_energy_kcal_mol=34.6 homo_lumo_gap_ev="7.55 / 5.87"
P 0.014040 0.404915 -0.501719 0.0 -1.2 -1.0
Cl -0.085153 1.104997 1.359956 0.2 -0.1 0.5
I 2.028194 -1.029057 -0.742066 -0.6 0.6 0.4
I -1.979568 -2.489398 -0.922280 0.4 0.7 0.1

***

Repeat the second record exactly.
14
Properties=species:S:1:pos:R:3:forces:R:3 method="wB97M-V/def2-TZVPD" e_lumo_ev=0.6 energy_ha=-382.467146 largest_force_ev_per_a=6.1 homo_energy_ev=-9.67 relative_energy_kcal_mol=137.2 homo_lumo_gap_ev=10.31
C -1.010412 -0.387135 -0.085351 -4.5 -1.4 2.0
C -0.293488 0.610904 -0.891086 -1.8 -1.1 0.8
C -0.070908 0.172615 1.069031 -4.2 0.5 3.7
C 1.319624 0.093574 0.762268 4.6 -1.7 -1.9
C 1.459408 -1.090219 -0.196376 1.1 -5.9 -0.9
C 1.048898 0.126635 -0.770497 3.9 2.4 -1.6
H -0.700495 1.016965 -1.728208 -0.7 0.8 -2.9
H -0.557321 -0.095710 2.157519 1.3 1.7 -2.5
H 2.413177 0.334893 1.166672 -3.3 0.4 -0.2
H 2.381570 -1.973992 -0.574591 -2.5 3.6 1.4
H 0.558399 -1.676289 -0.084334 0.4 -1.1 0.1
H 1.650291 0.709770 -1.395889 1.7 0.5 -0.6
O -2.133110 -0.955032 -0.020310 4.6 1.9 -0.4
O -0.424935 1.520797 0.161672 -0.8 -0.6 2.9

***

Repeat the fourth record exactly.
8
Properties=species:S:1:pos:R:3:forces:R:3 method="wB97M-V/def2-TZVPD" e_lumo_ev="-0.9 / -1.0" energy_ha=-303.871313 largest_force_ev_per_a=2.8 homo_energy_ev="-7.39 / -7.37" relative_energy_kcal_mol=86.9 homo_lumo_gap_ev="6.45 / 6.41"
C 0.715503 -0.109918 0.294506 -0.2 1.7 1.1
C -0.228238 0.892522 0.569584 1.8 -1.3 0.1
C 0.441462 -1.074691 -0.603707 -1.8 -1.1 -1.8
C -1.638986 -0.074550 -0.946565 0.7 -1.3 -0.6
O -1.371947 0.804979 -0.106532 -1.0 1.4 0.6
O 0.541000 -2.032245 -1.275710 0.6 0.4 0.6
H 1.673154 -0.094658 0.786432 0.1 0.0 0.1
H -0.131947 1.688562 1.281993 -0.1 0.1 0.0